(1)
{
  "formula": "C16H17BN4O3Sr",
  "method": "the ωB97M-V functional and the def2-TZVPD basis",
  "species": ["N", "B", "O", "C", "C", "C", "C", "C", "C", "C", "O", "C", "C", "C", "C", "C", "C", "N", "N", "N", "C", "C", "C", "O", "H", "H", "H", "H", "H", "H", "H", "H", "H", "H", "H", "H", "H", "H", "H", "H", "H", "Sr"],
  "positions_angstrom": [[5.1258, -3.3261, 2.3745], [5.3951, -2.7075, 1.0140], [6.5000, -3.2755, 0.2723], [4.4256, -1.5163, 0.4794], [4.3921, -1.0805, -1.0311], [3.4381, 0.0352, -1.5815], [2.5006, 0.7424, -0.5644], [2.4637, 0.4114, 0.9766], [3.4407, -0.7229, 1.4727], [1.4287, 1.2070, 1.9295], [1.7348, 1.6181, 3.0744], [-0.0198, 1.4277, 1.2688], [-1.3204, 1.2801, 2.0939], [-2.6611, 1.4681, 1.3520], [-2.6233, 1.7860, -0.1628], [-4.0570, 1.9276, -0.9093], [-4.5397, 0.3882, -1.2040], [-5.2497, 0.3224, -2.5102], [-3.3056, -0.4978, -1.2297], [-5.3680, -0.1592, -0.0607], [-1.3218, 1.9654, -1.0107], [0.0161, 1.7766, -0.2720], [1.4434, 1.8815, -1.0145], [1.7009, 2.7381, -1.8855], [4.7049, -2.6460, 3.0262], [4.3566, -4.0074, 2.1839], [6.0550, -3.8742, -0.3850], [5.1062, -1.6512, -1.7275], [3.3842, 0.3375, -2.6869], [3.4119, -0.9727, 2.6159], [-1.2082, 1.0335, 3.2083], [-3.6570, 1.3472, 1.8830], [-4.8137, 2.5166, -0.2975], [-3.8380, 2.3983, -1.9392], [-5.9049, -0.4698, -2.5580], [-4.5738, 0.1466, -3.2807], [-2.7431, -0.3155, -2.0715], [-3.6152, -1.4803, -1.2278], [-5.5900, 0.6819, 0.5100], [-4.6817, -0.6654, 0.5382], [-1.3005, 2.1868, -2.1278], [1.3682, -2.2559, 1.4647]],
  "atomic_forces_ev_per_a": [[-1.50, 0.99, -1.43], [1.65, -1.00, 0.46], [-3.73, 0.46, 0.29], [-2.82, 3.51, -1.71], [-1.86, 1.20, 1.99], [-0.20, -0.86, 4.02], [1.06, -1.51, 0.92], [2.51, -1.99, -2.35], [-0.06, 1.26, -2.63], [-0.66, 1.39, 1.72], [-0.82, -2.15, -4.01], [-0.71, -0.35, -1.35], [0.12, 0.75, -3.49], [3.96, 0.27, -1.77], [0.82, 0.29, 1.03], [2.06, -1.19, -0.68], [0.47, -0.56, -0.08], [0.35, -0.32, 0.41], [-0.36, 0.23, 0.13], [1.52, 1.42, -0.18], [1.09, -0.88, 4.20], [-2.71, -0.61, 1.28], [-0.27, 1.38, -1.45], [-0.84, -3.46, 3.13], [0.39, -0.40, -0.14], [1.10, -0.12, 0.52], [1.17, 0.58, 0.32], [-1.24, 1.16, 1.07], [0.23, -0.53, 1.91], [0.39, 0.68, -1.96], [-0.39, 0.56, -1.86], [1.57, 0.28, -0.78], [1.03, -0.76, -0.95], [-0.64, -0.43, 1.75], [0.29, 0.53, 0.45], [-0.60, 0.45, 0.84], [-0.50, -0.26, 0.41], [0.05, 0.66, -0.39], [-0.39, -1.01, -0.46], [-0.77, 0.36, -0.58], [-0.30, -0.21, 1.79], [-0.42, 0.20, -0.36]],
  "mulliken_charge": [-0.58, 0.39, -0.47, 0.75, -0.47, -0.70, 0.60, -0.30, -1.61, 0.25, -0.46, 0.59, -0.82, -0.50, 1.16, -1.33, 0.72, -0.65, -0.68, -0.68, -0.72, 0.35, -0.11, -0.44, 0.31, 0.23, 0.33, 0.41, 0.42, 0.79, 0.39, 0.36, 0.37, 0.30, 0.29, 0.29, 0.26, 0.23, 0.30, 0.33, 0.39, 1.74],
  "orbital_gap_ha": 0.172,
  "total_charge": 2,
  "homo_ev": -13.57,
  "e_lumo_ev": -8.9
}

---

(2)
{
  "formula": "C4H8O2",
  "method": "the ωB97M-V functional and the def2-TZVPD basis",
  "species": ["C", "C", "C", "C", "O", "H", "H", "H", "H", "H", "H", "O", "H", "H"],
  "positions_angstrom": [[0.6591, 0.1997, -1.5554], [1.7606, -0.1854, -0.8970], [1.7668, -1.2250, 0.1359], [2.8090, -1.4480, 0.9371], [0.6166, -1.9610, 0.3090], [-0.2521, -0.3669, -1.4617], [0.7694, 0.9514, -2.3280], [2.7501, 0.1591, -1.1706], [3.0043, -2.4503, 1.3171], [3.6108, -0.7513, 1.1197], [0.5764, -2.2436, 1.2286], [-5.9184, 3.5043, 0.8052], [-5.9743, 2.9112, 0.0612], [-6.1784, 2.9057, 1.4988]],
  "atomic_forces_ev_per_a": [[1.23, -0.43, -0.24], [-0.96, -0.16, 0.01], [-0.12, 0.15, 0.71], [0.88, -0.71, -0.01], [0.00, 0.08, -0.83], [-0.34, 0.33, 0.30], [-0.29, -0.08, -0.03], [-0.11, 0.44, 0.23], [-0.62, 0.28, 0.65], [0.16, 0.15, -0.66], [0.17, -0.05, -0.14], [0.02, 0.07, -0.03], [0.11, -0.02, -0.79], [-0.13, -0.05, 0.82]],
  "mulliken_charge": [-0.67, -0.35, 0.78, -0.95, -0.54, 0.27, 0.27, 0.29, 0.29, 0.26, 0.35, -0.63, 0.32, 0.31],
  "orbital_gap_ha": 0.339,
  "homo_ev": -8.61,
  "e_lumo_ev": 0.6,
  "smiles": "C=CC(=C)O.O",
  "de_lowest_kcal_mol": 56.16
}

---

(3)
{
  "formula": "C5H13NO5P",
  "method": "the ωB97M-V functional and the def2-TZVPD basis",
  "species": ["C", "C", "C", "C", "C", "N", "O", "O", "O", "O", "O", "P", "H", "H", "H", "H", "H", "H", "H", "H", "H", "H", "H", "H", "H"],
  "positions_angstrom": [[-0.3169, 2.4542, 0.8521], [2.0688, -2.1835, 0.3980], [-0.5123, 2.2995, -0.6167], [1.8762, -0.6959, 0.5748], [-0.2484, -0.2603, -0.3257], [-0.0571, -1.1925, -1.3284], [-2.7641, -0.0346, -1.3273], [-2.4448, 0.3848, 1.2581], [-1.9505, -2.0482, 0.2471], [0.3375, 1.3311, -1.1712], [0.4806, -0.3806, 0.7755], [-2.1101, -0.3146, -0.0334], [-1.0969, 2.9876, 1.3502], [-0.2848, 1.5527, 1.2934], [0.7110, 2.7729, 1.2116], [1.8589, -2.8021, 1.3015], [1.4962, -2.4351, -0.5166], [3.0826, -2.2444, 0.1630], [-0.4329, 3.2299, -1.1984], [-1.5078, 1.9686, -0.7020], [2.2517, -0.1114, -0.3896], [2.4574, -0.0896, 1.4022], [-2.8451, -2.2288, 0.5791], [-0.8490, -0.9272, -1.9989], [0.7999, -1.0327, -1.7984]],
  "atomic_forces_ev_per_a": [[2.29, 2.75, 0.20], [-0.93, 0.44, 0.38], [0.99, 0.34, -0.30], [0.65, 2.96, -0.54], [0.00, 1.32, -1.27], [-1.92, 0.66, -1.92], [-0.29, -0.31, -0.40], [-0.18, -0.96, -1.23], [-1.38, 2.14, -0.13], [-0.88, -2.28, 1.34], [1.25, 0.09, 0.53], [1.09, -0.57, 2.40], [-0.47, 0.72, 0.23], [-0.66, -3.26, 1.31], [-0.84, 0.67, -0.83], [-0.18, 0.50, -0.83], [0.21, -0.51, 1.09], [1.99, -0.70, -0.37], [0.18, 0.05, 0.16], [-1.61, -0.11, -0.53], [-0.90, -1.25, 1.69], [-1.13, -1.78, -1.15], [0.25, -0.33, 0.12], [1.46, -0.84, 0.75], [1.00, 0.23, -0.69]],
  "mulliken_charge": [-0.94, -1.02, -0.25, -0.38, 0.58, -0.71, -0.76, -0.72, -0.56, -0.57, -0.37, 0.72, 0.35, 0.29, 0.28, 0.25, 0.31, 0.41, 0.36, 0.23, 0.29, 0.35, 0.31, 0.27, 0.29],
  "orbital_gap_ha": 0.314,
  "total_charge": -1,
  "homo_ev": -5.02,
  "e_lumo_ev": 3.5,
  "de_lowest_kcal_mol": 53.45
}

---

(4)
{
  "formula": "C4H8N2",
  "method": "the ωB97M-V functional and the def2-TZVPD basis",
  "species": ["C", "C", "N", "N", "C", "C", "H", "H", "H", "H", "H", "H", "H", "H"],
  "positions_angstrom": [[1.8737, -1.3001, -1.3484], [1.0979, -0.2035, -0.7201], [-0.0915, -0.3970, -0.3576], [-0.6446, 1.0904, 0.2024], [-2.0514, 0.9194, 0.6322], [-0.8962, 0.7889, 1.6218], [1.3026, -2.1571, -1.1669], [1.8074, -0.9070, -2.3491], [2.9143, -1.3163, -1.1421], [1.4767, 0.7177, -0.4406], [-2.4387, -0.0103, 0.2781], [-2.7323, 1.7250, 0.6330], [-0.7507, 1.3642, 2.4569], [-0.8672, -0.3142, 1.7003]],
  "atomic_forces_ev_per_a": [[-0.59, 2.30, -0.42], [-0.65, -1.29, 1.35], [-1.82, 2.68, 0.34], [0.94, -1.79, 0.00], [1.99, -0.81, 0.41], [-2.46, -3.55, -3.08], [-0.30, -1.69, -0.23], [0.08, -0.79, -1.13], [0.78, -0.25, 0.71], [1.31, 2.03, -0.18], [-0.48, -0.46, 0.07], [-0.20, 1.12, -0.31], [0.68, 1.74, 1.42], [0.73, 0.76, 1.05]],
  "mulliken_charge": [-0.99, -0.07, -0.40, -0.35, -0.28, -0.58, 0.32, 0.26, 0.32, 0.61, 0.26, 0.26, 0.35, 0.30],
  "orbital_gap_ha": 0.387,
  "homo_ev": -9.34,
  "e_lumo_ev": 1.2,
  "smiles": "C/C=N/N1CC1",
  "de_lowest_kcal_mol": 88.09
}